No. 1
ORCA calculation (the ωB97M-V functional and the def2-TZVPD basis) on 2 unconnected molecules or ions with the total composition C9H12ClN2O2.

Properties
- Gap between HOMO and LUMO: 0.2959 Ha
- Strongest force on any atom: 3.62 eV/A
- Highest occupied orbital energy: -12.0 eV
- Net charge: +1

Last column: Mulliken charge in e.
Geometry (Å):
1 C -0.7680 2.8538 -2.5967  -0.775
2 C 0.1492 1.9878 -1.8430  -0.284
3 C -2.0904 2.6889 -2.5853  -0.505
4 C -1.7951 0.6895 -1.3106  -0.708
5 C -0.3806 0.7564 -1.2946  0.929
6 C -2.6538 1.4547 -2.0450  0.127
7 C 2.1965 0.0220 1.4109  0.845
8 C 0.9468 -3.1236 2.6167  -1.092
9 C 1.7267 -1.8196 2.8142  -0.275
10 N 1.5063 -0.9622 1.6943  -0.075
11 N 0.3790 -0.0968 -0.5902  -0.652
12 O 2.9253 0.8797 1.1938  -0.262
13 O -0.2144 -1.2913 -0.1041  -0.360
14 Cl -4.3064 1.3071 -2.1353  -0.124
15 H -0.2075 3.5738 -3.0197  0.475
16 H 1.1299 1.8464 -2.2924  0.474
17 H -2.7496 3.1848 -3.1746  0.480
18 H -2.2473 -0.2098 -0.9711  0.252
19 H 1.5991 -3.9602 2.2947  0.290
20 H 0.6101 -3.3811 3.5800  0.358
21 H 0.1719 -3.0578 1.8984  0.235
22 H 1.3069 -1.3772 3.7579  0.282
23 H 2.9009 -1.9863 2.8372  0.370
24 H 0.6182 -1.2289 1.0778  0.379
25 H 0.4644 2.6401 -1.0024  0.334
26 H -1.2184 -1.3901 -0.2108  0.284

Forces on the atoms, in the same order (eV/Å):
-1.323 -2.301 1.382
1.843 0.660 0.907
1.403 -2.007 -0.108
-2.029 -1.820 -1.205
0.043 -1.849 2.754
2.915 1.621 1.409
1.219 1.365 -0.811
2.393 -0.633 -0.245
2.137 -1.339 1.844
-1.856 -0.029 -0.989
-0.711 1.867 -2.192
-0.722 -0.593 0.210
-1.857 -0.120 -0.228
-0.885 -0.600 0.016
0.925 2.944 -1.814
-0.077 -0.104 -0.590
-1.568 2.179 -1.504
-0.449 -0.636 0.617
-0.269 0.567 0.022
-0.900 -0.573 0.948
-0.995 0.215 -0.455
0.931 0.073 -0.924
-2.517 0.192 0.608
0.719 0.550 0.047
-0.192 -0.192 0.132
1.820 0.564 0.170

No. 2
ORCA calculation (the ωB97M-V functional and the def2-TZVPD basis) on a molecular structure, C32H46AuN8O2SbSi.

Properties
- Gap between HOMO and LUMO: 0.3079 Ha
- Strongest force on any atom: 0.12 eV/A
- Highest occupied orbital energy: -8.5 eV

Last column: Mulliken charge in e.
Geometry (Å):
1 Au 2.0688 -1.7380 -0.8524  0.314
2 C 1.2931 -0.0181 5.6030  -1.235
3 N 1.5891 -0.3111 4.2206  0.731
4 C 1.0575 -1.2524 3.4273  -0.126
5 N 1.4892 -1.1123 2.1937  -0.159
6 C 2.3194 -0.0366 2.2877  -0.405
7 N 2.3964 0.4896 3.4908  -0.948
8 C -0.0497 0.6533 5.7987  0.952
9 C -0.5680 0.7572 7.0847  -0.828
10 C -1.8073 1.3389 7.3028  -0.599
11 C -2.5480 1.8180 6.2359  -0.979
12 C -2.0282 1.7256 4.9489  -0.065
13 C -0.7789 1.1522 4.7296  -0.182
14 C -2.8360 2.2055 3.8296  0.573
15 N -4.1026 2.4376 3.8127  -0.537
16 N -4.4089 2.8516 2.5264  -0.530
17 C -3.3051 2.8353 1.8645  0.236
18 O -2.2545 2.4378 2.6252  -0.154
19 C -3.0998 3.1974 0.4630  0.532
20 C -4.2199 3.3314 -0.3576  -0.894
21 C -4.0583 3.7056 -1.6775  -0.850
22 C -2.7866 3.9581 -2.1783  -0.673
23 C -1.6692 3.8326 -1.3650  1.002
24 C -0.2985 4.1672 -1.9003  -1.710
25 N 0.5906 3.0258 -1.9987  0.833
26 C 0.8264 2.2224 -3.0461  -0.131
27 N 1.7060 1.2988 -2.7276  -0.185
28 C 1.9932 1.5926 -1.4311  -0.561
29 N 1.3334 2.6249 -0.9459  -0.847
30 C -1.8266 3.4374 -0.0398  0.173
31 H 2.1028 0.6126 5.9672  0.325
32 H 1.3180 -0.9516 6.1679  0.463
33 H 0.3671 -1.9992 3.7880  0.380
34 H 2.9033 0.3162 1.4539  0.497
35 H 0.0005 0.3702 7.9229  0.454
36 H -2.2007 1.4116 8.3079  0.395
37 H -3.5232 2.2613 6.3827  0.509
38 H -0.3862 1.0916 3.7222  0.755
39 H -5.2015 3.1451 0.0560  0.525
40 H -4.9231 3.8079 -2.3194  0.393
41 H -2.6657 4.2659 -3.2106  0.403
42 H 0.1978 4.8915 -1.2556  0.331
43 H -0.3829 4.6036 -2.8952  0.492
44 H 0.3479 2.3524 -4.0046  0.388
45 H 2.7064 1.0299 -0.8475  0.571
46 H -0.9568 3.3318 0.5981  0.519
47 C 5.2807 0.2260 -2.3520  -0.962
48 Si 5.2295 -1.1543 -1.0770  0.340
49 C 6.7110 -0.9672 0.0581  -1.066
50 C 5.3784 -2.7882 -1.9958  -1.046
51 O 3.8735 -1.0834 -0.1828  -0.545
52 H 6.1819 0.1717 -2.9687  0.421
53 H 5.2715 1.2058 -1.8662  0.261
54 H 4.4134 0.1762 -3.0162  0.226
55 H 7.6502 -0.9793 -0.5009  0.312
56 H 6.7416 -1.7772 0.7902  0.277
57 H 6.6587 -0.0245 0.6079  0.282
58 H 6.3168 -2.8526 -2.5531  0.332
59 H 4.5568 -2.9081 -2.7076  0.290
60 H 5.3408 -3.6284 -1.2981  0.276
61 C -2.6438 -0.0549 -1.9690  -0.975
62 C -1.3382 -0.3035 -1.2249  3.029
63 C -1.5242 -0.2898 0.2912  -1.279
64 Sb -0.2451 -2.0933 -1.7087  0.729
65 C -1.3385 -3.6999 -0.7873  0.324
66 C -2.8538 -3.6432 -0.9477  -1.181
67 C -0.7548 -5.0243 -1.2745  -1.451
68 C -0.4087 -2.3934 -3.8329  0.320
69 C -1.7830 -2.8306 -4.3255  -1.321
70 C 0.0762 -1.1270 -4.5350  -1.224
71 H -3.0807 0.8914 -1.6337  -0.059
72 H -3.3789 -0.8395 -1.7789  0.251
73 H -2.4994 0.0142 -3.0484  0.319
74 H -0.6199 0.4779 -1.4899  -2.154
75 H -2.2037 -1.0814 0.6187  0.242
76 H -1.9603 0.6619 0.6018  0.181
77 H -0.5766 -0.4175 0.8180  0.162
78 H -1.0866 -3.5773 0.2699  0.340
79 H -3.1567 -3.6960 -1.9939  0.158
80 H -3.2780 -2.7340 -0.5221  0.210
81 H -3.3133 -4.4921 -0.4327  0.486
82 H -0.9515 -5.1804 -2.3381  0.256
83 H -1.2069 -5.8607 -0.7349  0.450
84 H 0.3250 -5.0727 -1.1221  0.353
85 H 0.3120 -3.1927 -4.0253  0.451
86 H -2.5559 -2.1015 -4.0744  0.186
87 H -2.0827 -3.7943 -3.9137  0.260
88 H -1.7688 -2.9297 -5.4149  0.494
89 H -0.6192 -0.2987 -4.3727  0.119
90 H 0.1340 -1.2985 -5.6135  0.510
91 H 1.0563 -0.8039 -4.1816  0.264

Forces on the atoms, in the same order (eV/Å):
0.103 0.054 -0.024
-0.029 -0.041 -0.010
-0.005 -0.016 -0.008
-0.060 0.025 -0.017
0.048 -0.051 0.101
-0.009 -0.026 -0.033
0.012 0.007 0.011
0.009 0.026 -0.009
-0.009 -0.017 0.000
-0.001 -0.001 0.004
0.008 0.001 -0.011
-0.010 0.002 0.013
0.015 0.026 0.007
-0.006 0.014 0.001
0.006 -0.006 0.000
-0.011 -0.007 -0.013
0.000 0.009 0.015
0.002 -0.010 -0.010
0.013 0.005 -0.004
-0.006 0.016 -0.001
-0.005 -0.004 -0.006
-0.004 -0.001 -0.002
0.015 -0.028 0.027
0.018 0.024 -0.016
-0.018 -0.022 -0.028
-0.011 0.006 0.023
0.037 0.027 -0.019
-0.030 -0.025 0.023
0.021 0.017 0.000
-0.021 0.008 0.004
-0.002 0.016 -0.017
0.018 0.012 0.013
0.005 -0.001 0.001
0.006 0.011 -0.002
-0.004 -0.001 0.002
0.001 -0.002 0.001
0.000 0.000 0.003
-0.004 -0.006 -0.001
0.002 -0.005 0.003
0.000 0.001 -0.001
0.000 0.002 0.000
-0.001 0.002 -0.006
-0.005 0.005 0.002
-0.002 0.003 0.003
0.012 -0.001 0.003
0.004 0.000 -0.005
-0.008 0.003 -0.002
0.031 0.006 0.006
-0.006 -0.001 0.000
-0.003 0.000 0.007
-0.039 -0.033 -0.060
0.004 -0.011 0.007
-0.007 -0.001 -0.008
-0.005 0.012 0.010
0.000 0.000 0.001
0.001 0.000 0.000
-0.001 0.000 -0.001
-0.001 -0.003 0.001
0.001 0.002 -0.001
0.000 -0.001 -0.002
-0.004 -0.017 -0.011
-0.003 0.001 -0.003
-0.019 0.003 -0.003
-0.055 0.018 0.008
-0.008 -0.006 -0.001
0.007 -0.007 0.013
0.000 0.002 -0.006
0.012 0.007 0.007
-0.012 0.000 0.002
0.008 0.001 -0.008
0.001 0.002 0.001
0.001 0.007 -0.003
0.007 -0.001 0.001
-0.013 0.003 0.008
-0.008 -0.003 0.006
0.008 -0.009 0.005
0.016 -0.006 0.002
0.001 0.003 0.000
-0.003 0.000 0.005
-0.003 0.003 0.001
0.002 -0.001 0.002
0.001 -0.002 -0.002
-0.002 0.001 0.001
0.000 0.000 0.001
0.000 -0.005 0.009
0.007 -0.006 -0.001
0.002 -0.002 -0.005
-0.001 0.001 0.000
-0.004 -0.004 0.001
0.002 0.001 0.000
-0.007 -0.004 -0.004

No. 3
ORCA calculation (the ωB97M-V functional and the def2-TZVPD basis) on a molecular structure, C11H18F5FeNO3Te.

Properties
- Gap between HOMO and LUMO (alpha / beta): 0.3689 / 0.3212 Ha
- Strongest force on any atom: 0.65 eV/A
- 2S+1: 6
- <S²>: 8.7634
- Highest occupied orbital energy (alpha / beta): -13.7 / -13.7 eV
- Net charge: +1

Last column: Mulliken spin population.
Geometry (Å):
1 Fe 0.6212 0.5898 0.0130  4.176
2 O 1.1044 0.0223 1.9049  0.047
3 C 1.0529 -1.3573 2.3730  0.003
4 C -0.3698 -1.7352 2.7329  0.002
5 C -1.3912 -1.3349 1.6585  -0.005
6 C -1.0864 -1.9083 0.3048  -0.010
7 C -1.5850 -3.1453 -0.0714  0.002
8 C -1.2971 -3.6537 -1.3261  0.002
9 C -0.5118 -2.9086 -2.1915  0.003
10 C -0.0325 -1.6914 -1.7618  0.018
11 N -0.3076 -1.2000 -0.5394  0.055
12 H 1.0679 0.6653 2.6233  0.001
13 H 1.7371 -1.4591 3.2122  0.004
14 H 1.4399 -1.9420 1.5403  0.001
15 H -0.6579 -1.2689 3.6773  0.000
16 H -0.3969 -2.8154 2.8956  0.001
17 H -1.4613 -0.2479 1.5833  0.006
18 H -2.3736 -1.6881 1.9709  0.001
19 H -2.2089 -3.6943 0.6209  0.000
20 H -1.6882 -4.6165 -1.6276  0.000
21 H -0.2695 -3.2576 -3.1844  0.000
22 H 0.5868 -1.0729 -2.3967  0.001
23 C -2.6482 2.8691 -0.1689  0.019
24 C -1.1682 3.1064 0.0586  -0.008
25 C -0.4826 3.7661 -1.1237  0.014
26 O -0.5426 1.8526 0.3302  0.479
27 H -3.1536 3.8184 -0.3425  0.003
28 H -3.1055 2.3893 0.6963  -0.001
29 H -2.7929 2.2363 -1.0466  -0.003
30 H -1.0247 3.7131 0.9579  0.021
31 H -0.6176 3.1567 -2.0193  -0.001
32 H 0.5850 3.8823 -0.9359  0.000
33 H -0.9050 4.7529 -1.3104  -0.001
34 F 2.9309 -0.9852 -0.5046  0.006
35 Te 3.3997 0.6235 -1.3456  0.014
36 F 3.9521 2.2018 -2.0905  0.002
37 F 3.3179 1.3972 0.3460  0.007
38 F 5.1405 0.1939 -0.9944  -0.001
39 F 3.5388 -0.2263 -2.9671  0.002
40 O 1.6038 0.9722 -1.5516  0.141

Forces on the atoms, in the same order (eV/Å):
-0.621 0.083 -0.189
0.276 0.094 -0.126
-0.077 0.000 -0.011
0.017 0.003 0.008
-0.028 -0.025 0.026
-0.047 -0.023 -0.092
-0.005 0.009 -0.007
-0.005 -0.011 0.006
0.015 0.011 -0.023
0.005 0.009 0.001
0.038 0.010 0.133
-0.031 -0.050 0.044
0.012 0.001 -0.003
0.010 -0.005 0.011
0.014 0.005 0.001
0.015 0.003 0.006
-0.004 0.008 0.014
-0.004 0.019 -0.009
0.003 0.000 -0.007
0.003 0.007 -0.004
0.000 -0.006 0.003
0.009 0.004 0.005
0.016 -0.045 -0.002
0.047 0.126 -0.134
0.014 -0.063 0.028
0.018 -0.123 0.243
-0.002 0.005 0.002
-0.002 -0.001 -0.011
-0.024 0.008 0.006
-0.002 -0.013 0.007
0.022 0.022 -0.015
0.001 0.003 -0.020
-0.030 -0.007 0.023
-0.036 -0.209 0.122
0.069 0.115 -0.526
0.016 0.075 0.031
-0.003 0.137 0.294
0.103 -0.013 0.016
-0.010 -0.117 -0.016
0.207 -0.045 0.168

No. 4
ORCA calculation (the ωB97M-V functional and the def2-TZVPD basis) on a single C5H8O2 molecule.

Properties
- Gap between HOMO and LUMO: 0.3873 Ha
- Strongest force on any atom: 3.99 eV/A
- Highest occupied orbital energy: -9.5 eV
- SMILES: COC1(OC)C=C1

Last column: Mulliken charge in e.
Geometry (Å):
1 C -0.8719 -1.8988 -0.3830  -0.602
2 O -0.1147 -1.2233 0.5833  -0.395
3 C 0.8369 -0.1593 -0.1409  0.740
4 O 0.1225 0.9423 -0.5561  -0.373
5 C -0.1800 1.8398 0.4228  -0.686
6 C 2.0576 -0.6877 -0.6859  -0.458
7 C 2.1595 0.0663 0.4087  -0.570
8 H -1.5419 -2.4896 0.2985  0.208
9 H -0.2713 -2.5019 -1.0719  0.255
10 H -1.4867 -1.1813 -1.0206  0.265
11 H 0.7478 2.1396 0.8913  0.290
12 H -0.8853 1.4812 1.2652  0.243
13 H -0.5147 2.6962 -0.0524  0.284
14 H 2.5601 -1.0568 -1.5167  0.417
15 H 2.8392 0.6058 1.0420  0.383

Forces on the atoms, in the same order (eV/Å):
-1.539 0.586 0.431
2.413 2.842 -1.420
-2.086 -1.375 2.704
-0.400 -2.169 -2.166
-0.016 -0.604 3.095
-0.109 2.161 1.652
0.310 -1.619 -1.324
0.320 0.034 -1.345
0.008 -0.250 0.212
0.523 -0.813 0.776
0.391 0.179 0.627
0.855 0.337 -1.522
-1.208 1.612 -0.821
0.655 -0.773 -1.151
-0.118 -0.146 0.252

No. 5
ORCA calculation (the ωB97M-V functional and the def2-TZVPD basis) on 4 unconnected molecules or ions with the total composition C22H20N4O4.

Properties
- Gap between HOMO and LUMO: 0.3228 Ha
- Strongest force on any atom: 1.01 eV/A
- Highest occupied orbital energy: -9.6 eV
- SMILES: O=[N+]([O-])c1ccccc1.O=[N+]([O-])c1ccccc1.c1ccncc1.c1ccncc1

Last column: Mulliken charge in e.
Geometry (Å):
1 O -3.7158 -3.5064 -0.7470  -0.601
2 N -3.7549 -4.3968 0.0882  0.988
3 O -3.7667 -4.2299 1.2914  -0.585
4 C -3.7679 -5.7722 -0.4095  0.186
5 C -4.0283 -5.9940 -1.7538  -0.312
6 C -4.0373 -7.2874 -2.2343  -0.496
7 C -3.7234 -8.3299 -1.3758  -0.390
8 C -3.5209 -8.0984 -0.0194  -0.426
9 C -3.5825 -6.8041 0.4825  -0.361
10 H -4.2729 -5.1436 -2.3757  0.438
11 H -4.3084 -7.5112 -3.2562  0.378
12 H -3.6504 -9.3588 -1.7075  0.368
13 H -3.3139 -8.9146 0.6583  0.366
14 H -3.5601 -6.5986 1.5424  0.444
15 O 1.7512 6.5945 3.9623  -0.607
16 N 1.6328 6.2521 2.8034  0.987
17 O 1.8444 6.9698 1.8441  -0.595
18 C 1.1660 4.8906 2.5478  -0.084
19 C 1.2264 4.3725 1.2731  -0.267
20 C 0.8935 3.0476 1.0427  -0.331
21 C 0.3394 2.3103 2.0778  -0.356
22 C 0.1927 2.8678 3.3493  -0.597
23 C 0.6856 4.1332 3.6031  -0.361
24 H 1.5860 4.9837 0.4541  0.490
25 H 0.9191 2.5957 0.0602  0.574
26 H 0.0239 1.2876 1.9122  0.306
27 H -0.3315 2.3107 4.1139  0.389
28 H 0.6641 4.5759 4.5895  0.443
29 C 0.5405 -2.5430 0.5117  -0.142
30 C -0.5997 -1.9659 -0.0083  -0.201
31 C -0.5004 -0.6693 -0.4934  -0.432
32 N 0.6083 0.0485 -0.4165  -0.251
33 C 1.7093 -0.5309 0.0479  0.068
34 C 1.7279 -1.8315 0.5299  -0.745
35 H 0.5296 -3.5383 0.9431  0.381
36 H -1.5863 -2.4086 -0.0409  0.275
37 H -1.3323 -0.0803 -0.8623  0.388
38 H 2.5921 0.1007 0.0734  0.281
39 H 2.6484 -2.2800 0.8763  0.383
40 C 2.2766 4.5117 -3.1076  -0.339
41 C 2.6476 3.3840 -2.3892  -0.271
42 C 3.6131 3.5387 -1.4103  -0.157
43 N 4.2514 4.6700 -1.1504  -0.613
44 C 3.8942 5.7292 -1.8691  -0.262
45 C 2.9264 5.7030 -2.8519  -0.256
46 H 1.4841 4.4941 -3.8461  0.373
47 H 2.0549 2.4824 -2.4808  0.420
48 H 3.8452 2.6711 -0.7958  0.367
49 H 4.3851 6.6746 -1.6581  0.359
50 H 2.6937 6.5935 -3.4189  0.385

Forces on the atoms, in the same order (eV/Å):
-0.022 -0.085 0.378
-0.048 0.241 -0.154
0.041 0.145 -0.166
-0.251 -0.259 -0.290
-0.144 0.437 -0.023
0.032 -0.288 0.032
0.115 -0.369 0.574
0.050 0.319 -0.023
-0.115 -0.303 0.140
0.129 -0.078 -0.068
0.127 0.173 -0.085
-0.142 0.116 -0.266
-0.072 -0.067 -0.044
0.322 0.015 -0.010
0.092 0.044 0.066
-0.173 0.336 -0.147
0.061 -0.120 0.093
-0.006 -0.663 0.073
0.584 0.161 -0.807
-0.723 -0.036 0.251
-0.009 -0.058 0.421
0.080 -0.205 -0.359
-0.246 0.380 0.282
0.027 0.056 0.125
0.246 0.131 -0.051
-0.062 0.068 -0.102
0.241 -0.023 0.149
-0.090 -0.059 -0.016
0.071 -0.521 0.328
-0.498 0.530 -0.319
0.001 0.475 0.467
0.559 0.323 -0.417
0.060 -0.016 0.227
0.064 0.213 -0.342
-0.143 0.002 -0.139
0.183 -0.404 0.109
-0.331 -0.494 -0.103
0.063 -0.121 0.018
-0.025 0.040 0.130
-0.036 -0.020 -0.184
-0.852 0.547 0.060
-0.053 -0.785 0.095
0.019 0.145 0.125
0.244 0.395 0.006
-0.077 -0.014 -0.272
0.028 -0.192 0.003
0.353 -0.213 -0.047
0.228 0.175 0.047
0.139 -0.147 0.143
-0.041 0.073 0.095

- Which formula does entry 3 have?
  C11H18F5FeNO3Te

- Look up the strongest force on any atom of the fifth one.
  1.01 eV/A